Below is a structure of composition C3H4CsO4 in a non-equilibrium geometry, with properties calculated with ωB97M-V/def2-TZVPD.

The geometry in XYZ format:
```
12
Properties=species:S:1:pos:R:3:mulliken_spin:R:1
O -8.718 -3.738 1.287 0.274
C -7.875 -4.115 2.042 0.505
H -6.328 -2.889 2.155 -0.032
H -8.021 -5.189 3.868 -0.016
C -7.894 -5.407 2.798 0.185
H -8.693 -6.071 2.441 0.019
H -6.918 -5.898 2.675 -0.009
O -4.823 -0.525 1.330 0.004
O -5.199 -2.433 2.398 0.057
O -4.156 -0.779 3.411 0.015
C -4.804 -1.170 2.410 -0.001
Cs -2.452 1.897 2.108 0.000
```

Results
Energy relative to the best compared isomer or geometry (same formula, charge and spin) ... 141.9 kJ/mol
2S+1 ... 2
DFT total energy ... -437.71966 hartree
<S²> ... 0.754
Kohn-Sham gap (alpha / beta) ... 6.1 / 6.0 eV
LUMO level (alpha / beta) ... -0.76 / -0.76 eV